Record 1
DFT (wB97M-V/def2-TZVPD) results for an isolated molecule of C16H22N2O4.

Element x y z (Å)
C (6.880, 1.161, 0.425)
C (5.644, 0.280, 0.322)
O (4.683, 0.978, -0.445)
C (3.476, 0.397, -0.675)
C (3.093, -0.861, -0.227)
C (1.829, -1.345, -0.524)
C (0.929, -0.600, -1.267)
C (-0.437, -1.137, -1.612)
N (-1.452, -0.092, -1.562)
C (-2.531, -0.288, -2.505)
C (-3.349, -1.551, -2.204)
N (-3.625, -1.634, -0.786)
C (-2.996, -0.963, 0.202)
O (-3.240, -1.183, 1.371)
C (-2.024, 0.134, -0.243)
C (-0.987, 0.357, 0.856)
C (-1.649, 0.654, 2.189)
O (-1.262, 0.233, 3.244)
O (-2.656, 1.530, 2.061)
C (-3.373, 1.815, 3.253)
C (1.320, 0.656, -1.719)
C (2.571, 1.151, -1.427)
H (7.645, 0.658, 1.009)
H (6.625, 2.102, 0.904)
H (7.268, 1.372, -0.568)
H (5.246, 0.067, 1.323)
H (5.898, -0.672, -0.166)
H (3.762, -1.473, 0.357)
H (1.547, -2.324, -0.163)
H (-0.399, -1.512, -2.641)
H (-0.678, -1.988, -0.957)
H (-2.119, -0.349, -3.515)
H (-3.180, 0.590, -2.454)
H (-4.295, -1.530, -2.754)
H (-2.792, -2.443, -2.522)
H (-4.262, -2.358, -0.482)
H (-2.627, 1.051, -0.314)
H (-0.357, -0.519, 1.000)
H (-0.351, 1.202, 0.586)
H (-4.095, 2.587, 2.999)
H (-2.692, 2.164, 4.032)
H (-3.878, 0.912, 3.601)
H (0.622, 1.244, -2.295)
H (2.881, 2.126, -1.770)

Calculated values
**Lowest unoccupied orbital energy**: 0.701 eV
**Gap between HOMO and LUMO**: 9.0 eV
**SMILES**: CCOc1ccc(CN2CCNC(=O)[C@H]2CC(=O)OC)cc1
**HOMO level**: -8.3359 eV

=====

Record 2
DFT (wB97M-V/def2-TZVPD) results for a structure of composition C16H22N3O6Rh.

Element x y z (Å)
Rh (0.525, -1.105, 0.822)
O (-2.672, -2.365, 3.198)
C (-1.643, -1.921, 2.742)
O (-1.193, -2.096, 1.531)
C (-0.728, -1.067, 3.603)
C (-0.909, -0.760, 4.939)
C (0.063, 0.012, 5.566)
C (1.183, 0.444, 4.864)
C (1.285, 0.092, 3.530)
N (0.337, -0.627, 2.954)
C (2.435, 0.428, 2.595)
O (3.364, 1.098, 2.989)
O (2.300, -0.089, 1.408)
H (-1.786, -1.126, 5.455)
H (-0.048, 0.270, 6.612)
H (1.966, 1.033, 5.319)
C (-1.393, -2.347, -1.956)
N (-0.444, -1.488, -2.646)
C (-1.020, -0.612, -3.652)
C (0.069, -0.046, -4.537)
C (1.111, 0.619, -3.665)
N (1.560, -0.289, -2.622)
C (2.789, 0.099, -1.947)
C (0.757, -1.230, -2.091)
O (1.138, -1.892, -1.078)
H (-1.890, -2.989, -2.684)
H (-2.140, -1.742, -1.437)
H (-0.884, -2.968, -1.229)
H (-1.579, 0.192, -3.158)
H (-1.730, -1.200, -4.235)
H (-0.352, 0.678, -5.235)
H (0.527, -0.849, -5.117)
H (0.708, 1.530, -3.205)
H (1.984, 0.907, -4.252)
H (3.610, 0.108, -2.666)
H (3.019, -0.591, -1.146)
H (2.679, 1.098, -1.518)
C (-0.435, 2.706, -0.481)
C (-0.769, 1.524, 0.414)
C (-2.260, 1.416, 0.700)
O (-0.337, 0.345, -0.228)
H (-0.740, 3.645, -0.015)
H (-0.958, 2.608, -1.435)
H (0.638, 2.747, -0.671)
H (-0.233, 1.643, 1.367)
H (-2.811, 1.315, -0.237)
H (-2.619, 2.305, 1.221)
H (-2.473, 0.540, 1.314)

Calculated values
**Lowest unoccupied orbital energy (alpha / beta)**: 0.084 / -1.720 eV
**Gap between HOMO and LUMO (alpha / beta)**: 8.8 / 7.7 eV
**2S+1**: 5
**HOMO level (alpha / beta)**: -8.7385 / -9.4046 eV

=====

Record 3
DFT (wB97M-V/def2-TZVPD) results for an isolated molecule of C16H22N4O3.

Element x y z (Å)
C (3.331, -0.341, -3.789)
C (2.614, -0.262, -2.448)
C (1.959, -1.598, -2.083)
C (1.258, -1.512, -0.757)
C (-0.048, -1.025, -0.678)
O (-0.613, -0.663, -1.862)
C (-1.887, -0.058, -1.864)
C (-1.842, 1.377, -1.327)
C (-3.232, 1.915, -0.991)
C (-3.153, 3.088, -0.012)
C (-2.667, 2.629, 1.311)
N (-2.713, 1.413, 1.801)
N (-2.167, 1.465, 3.011)
N (-1.789, 2.632, 3.300)
N (-2.082, 3.416, 2.253)
C (-0.690, -0.946, 0.564)
C (-0.025, -1.316, 1.707)
C (1.291, -1.788, 1.673)
C (2.011, -2.174, 2.881)
C (1.301, -2.043, 4.205)
O (3.165, -2.598, 2.848)
C (1.929, -1.888, 0.410)
O (3.185, -2.336, 0.293)
H (3.792, 0.613, -4.035)
H (4.109, -1.101, -3.759)
H (2.631, -0.599, -4.581)
H (1.845, 0.512, -2.488)
H (3.327, 0.008, -1.667)
H (1.236, -1.866, -2.854)
H (2.727, -2.369, -2.027)
H (-2.199, -0.068, -2.911)
H (-2.600, -0.657, -1.285)
H (-1.349, 2.022, -2.057)
H (-1.229, 1.374, -0.424)
H (-3.823, 1.126, -0.522)
H (-3.745, 2.231, -1.900)
H (-4.146, 3.530, 0.117)
H (-2.486, 3.866, -0.394)
H (-1.874, 4.402, 2.246)
H (-1.701, -0.588, 0.659)
H (-0.546, -1.223, 2.645)
H (0.418, -2.677, 4.221)
H (1.979, -2.351, 4.998)
H (0.993, -1.014, 4.371)
H (3.505, -2.558, 1.204)

Calculated values
**Lowest unoccupied orbital energy**: 0.433 eV
**Gap between HOMO and LUMO**: 8.8 eV
**SMILES**: CCCc1c(OCCCCc2nnn[nH]2)ccc(C(C)=O)c1O
**HOMO level**: -8.3257 eV

=====

Record 4
DFT (wB97M-V/def2-TZVPD) results for a structure of composition C16H22N4O6STc.

Element x y z (Å)
Tc (0.897, -0.436, -0.582)
O (1.367, -1.296, -2.529)
C (0.826, -2.645, -2.544)
C (-0.628, -2.556, -2.126)
N (-0.839, -1.598, -0.989)
C (-1.901, -0.607, -1.349)
C (-1.320, 0.587, -2.062)
O (-1.908, 1.236, -2.873)
O (-0.092, 0.893, -1.593)
C (-1.219, -2.203, 0.309)
C (-1.015, -1.125, 1.367)
O (-1.751, -0.955, 2.297)
O (0.062, -0.340, 1.137)
H (1.972, -1.124, -3.259)
H (0.893, -3.059, -3.548)
H (1.420, -3.261, -1.876)
H (-1.225, -2.209, -2.967)
H (-0.986, -3.550, -1.853)
H (-2.702, -1.074, -1.918)
H (-2.320, -0.216, -0.419)
H (-2.259, -2.530, 0.306)
H (-0.584, -3.058, 0.530)
O (2.538, 0.883, -0.345)
C (3.675, 0.432, 0.429)
C (3.589, -1.059, 0.609)
C (4.676, -1.732, 1.136)
C (4.575, -3.085, 1.393)
C (3.381, -3.733, 1.112)
C (2.353, -3.005, 0.566)
N (2.439, -1.686, 0.303)
H (2.368, 1.818, -0.203)
H (3.663, 0.920, 1.404)
H (4.591, 0.702, -0.090)
H (5.590, -1.191, 1.350)
H (5.414, -3.629, 1.808)
H (3.248, -4.788, 1.308)
H (1.415, -3.480, 0.323)
C (-2.387, 5.619, 0.259)
N (-2.969, 4.477, 0.988)
C (-4.211, 4.445, 1.525)
C (-4.382, 3.214, 2.116)
N (-3.240, 2.528, 1.907)
C (-2.341, 3.284, 1.217)
S (-0.808, 2.809, 0.763)
H (-3.047, 6.471, 0.382)
H (-2.294, 5.370, -0.794)
H (-1.409, 5.846, 0.671)
H (-4.884, 5.284, 1.464)
H (-5.223, 2.803, 2.649)
H (-3.007, 1.612, 2.291)

Calculated values
**Lowest unoccupied orbital energy (alpha / beta)**: -8.901 / -8.821 eV
**Gap between HOMO and LUMO (alpha / beta)**: 3.5 / 3.4 eV
**Net charge**: +2
**2S+1**: 2
**HOMO level (alpha / beta)**: -12.3965 / -12.1923 eV

=====

Record 5
DFT (wB97M-V/def2-TZVPD) results for an isolated molecule of C16H22N6OS2.

Element x y z (Å)
C (0.821, 2.489, 2.553)
C (1.803, 2.732, 1.411)
N (1.797, 1.639, 0.474)
C (2.578, 0.512, 0.429)
C (3.619, 0.178, 1.425)
S (3.641, -1.625, 1.750)
C (1.939, -1.915, 1.959)
N (1.140, -0.864, 2.115)
C (-0.156, -1.115, 2.188)
C (-0.668, -2.401, 2.126)
C (0.270, -3.424, 2.029)
N (1.563, -3.186, 1.947)
N (2.238, -0.226, -0.587)
N (1.216, 0.367, -1.222)
C (0.951, 1.477, -0.584)
S (-0.320, 2.598, -0.964)
C (-0.913, 1.868, -2.531)
C (-2.401, 1.549, -2.475)
O (-3.184, 2.233, -3.109)
N (-2.802, 0.522, -1.701)
C (-1.975, -0.417, -0.978)
C (-2.192, -1.837, -1.505)
C (-3.667, -2.215, -1.424)
C (-4.497, -1.180, -2.178)
C (-4.218, 0.214, -1.621)
H (0.901, 3.289, 3.283)
H (-0.195, 2.468, 2.168)
H (1.034, 1.538, 3.036)
H (2.820, 2.850, 1.793)
H (1.524, 3.638, 0.864)
H (4.620, 0.402, 1.054)
H (3.442, 0.696, 2.367)
H (-0.792, -0.247, 2.309)
H (-1.726, -2.598, 2.170)
H (-0.018, -4.467, 2.013)
H (-0.774, 2.627, -3.301)
H (-0.284, 1.002, -2.729)
H (-2.259, -0.375, 0.082)
H (-0.920, -0.168, -1.063)
H (-1.859, -1.883, -2.543)
H (-1.579, -2.527, -0.924)
H (-3.982, -2.241, -0.377)
H (-3.825, -3.208, -1.847)
H (-4.234, -1.200, -3.237)
H (-5.562, -1.399, -2.086)
H (-4.527, 0.264, -0.570)
H (-4.754, 0.976, -2.188)

Calculated values
**Lowest unoccupied orbital energy**: 0.507 eV
**Gap between HOMO and LUMO**: 9.0 eV
**SMILES**: CCn1c(CSc2ncccn2)nnc1SCC(=O)N1CCCCC1
**HOMO level**: -8.4453 eV

=====

Record 6
DFT (wB97M-V/def2-TZVPD) results for an isolated molecule of C16H23BN2O4.

Element x y z (Å)
C (-2.018, -2.142, 0.746)
C (-1.118, -2.895, 0.109)
C (-0.308, -4.034, 0.689)
C (-0.847, -2.637, -1.333)
O (-1.491, -3.192, -2.184)
N (0.178, -1.809, -1.715)
C (0.398, -1.579, -3.133)
C (-0.371, -0.394, -3.642)
C (1.123, -1.184, -0.816)
C (1.037, 0.291, -0.747)
O (2.064, 0.967, -0.804)
N (-0.215, 0.855, -0.588)
C (-0.376, 2.264, -0.250)
C (0.708, 2.685, 0.747)
C (0.557, 1.916, 1.989)
C (-0.586, 2.091, 2.777)
C (-0.743, 1.322, 3.920)
C (0.217, 0.383, 4.297)
C (1.342, 0.215, 3.511)
C (1.521, 0.971, 2.349)
B (-0.296, 3.021, -1.619)
O (0.764, 2.781, -2.457)
O (-1.348, 3.906, -1.884)
H (-2.265, -2.316, 1.810)
H (-2.521, -1.355, 0.277)
H (-0.927, -4.706, 1.271)
H (0.192, -4.591, -0.106)
H (0.461, -3.648, 1.371)
H (0.129, -2.542, -3.637)
H (1.457, -1.381, -3.351)
H (-0.135, 0.469, -3.000)
H (-1.440, -0.569, -3.545)
H (-0.148, -0.129, -4.646)
H (0.973, -1.548, 0.185)
H (2.129, -1.518, -1.077)
H (-0.996, 0.263, -0.341)
H (-1.378, 2.394, 0.183)
H (1.709, 2.505, 0.357)
H (0.610, 3.769, 0.947)
H (-1.313, 2.867, 2.575)
H (-1.537, 1.532, 4.611)
H (0.131, -0.149, 5.226)
H (2.074, -0.525, 3.786)
H (2.363, 0.808, 1.748)
H (1.313, 2.134, -1.966)
H (-1.072, 4.436, -2.638)

Calculated values
**Lowest unoccupied orbital energy**: 0.560 eV
**Gap between HOMO and LUMO**: 9.8 eV
**SMILES**: C=C(C)C(=O)N(CC)CC(=O)N[C@@H](Cc1ccccc1)B(O)O
**HOMO level**: -9.1904 eV

=====

Record 7
DFT (wB97M-V/def2-TZVPD) results for a structure of composition C16H23ClN4O13P3W.

Element x y z (Å)
W (-1.186, 0.660, 0.412)
C (0.480, 3.356, 3.437)
C (0.433, 1.834, 3.523)
O (0.985, 1.341, 4.741)
P (1.606, 1.147, 2.181)
O (2.246, -0.082, 2.947)
O (-0.808, 2.121, -0.595)
O (0.367, 0.314, 1.213)
P (-1.302, 1.256, 3.477)
O (-1.081, -0.301, 3.479)
O (-2.183, 1.850, 4.472)
O (-1.738, 1.619, 1.942)
H (1.506, 3.700, 3.575)
H (-0.152, 3.798, 4.208)
H (0.127, 3.706, 2.464)
H (0.473, 1.678, 5.490)
H (1.834, -0.290, 3.805)
H (-1.322, 2.531, -1.310)
H (-1.830, -0.937, 3.508)
O (-0.318, -1.689, -3.017)
Cl (-1.308, -0.849, -2.494)
O (-0.829, -0.636, -0.965)
O (-2.580, -1.441, -2.356)
O (-1.331, 0.451, -3.038)
C (5.295, -0.997, -1.498)
N (4.157, -1.763, -2.001)
C (4.027, -1.514, -3.436)
N (3.909, -0.100, -3.782)
C (5.056, 0.613, -3.224)
N (5.216, 0.435, -1.782)
C (4.125, 1.065, -1.043)
P (2.441, 0.376, -1.453)
C (2.929, -1.417, -1.290)
C (2.648, 0.462, -3.306)
H (6.200, -1.386, -1.970)
H (5.379, -1.144, -0.419)
H (3.155, -2.050, -3.815)
H (4.917, -1.910, -3.929)
H (4.959, 1.678, -3.445)
H (5.957, 0.240, -3.713)
H (4.128, 2.139, -1.246)
H (4.307, 0.945, 0.029)
H (2.112, -2.041, -1.663)
H (3.052, -1.656, -0.229)
H (2.580, 1.507, -3.620)
H (1.819, -0.068, -3.781)
O (-3.056, -2.026, 2.778)
C (-3.478, -1.521, 1.773)
N (-2.764, -0.625, 0.937)
C (-3.635, -0.053, 0.078)
O (-3.142, 0.913, -0.565)
C (-4.953, -0.665, 0.155)
C (-6.123, -0.469, -0.547)
C (-7.213, -1.254, -0.176)
C (-7.118, -2.176, 0.860)
C (-5.931, -2.359, 1.573)
C (-4.855, -1.593, 1.194)
H (-6.192, 0.254, -1.348)
H (-8.151, -1.143, -0.702)
H (-7.987, -2.765, 1.122)
H (-5.859, -3.069, 2.385)

Calculated values
**Lowest unoccupied orbital energy**: -5.597 eV
**Gap between HOMO and LUMO**: 4.6 eV
**Net charge**: +1
**HOMO level**: -10.2141 eV

=====

Record 8
DFT (wB97M-V/def2-TZVPD) results for a structure of composition C16H23MgN4O3Te.

Element x y z (Å)
Mg (-0.356, -1.650, -0.484)
N (1.236, -2.338, 1.018)
C (1.359, -3.779, 0.854)
C (0.172, -4.361, 0.068)
O (-0.219, -5.501, 0.351)
N (-0.269, -3.563, -0.875)
C (-1.438, -3.993, -1.579)
C (-2.392, -2.825, -1.809)
O (-3.508, -3.055, -2.281)
O (-1.989, -1.672, -1.469)
H (2.109, -1.941, 1.358)
H (0.527, -2.170, 1.726)
H (1.405, -4.323, 1.811)
H (2.270, -4.016, 0.293)
H (-1.967, -4.765, -1.001)
H (-1.183, -4.424, -2.560)
C (4.598, 5.040, -0.595)
C (3.529, 3.991, -0.458)
C (3.109, 3.557, 0.787)
C (2.084, 2.634, 0.938)
C (1.711, 2.230, 2.332)
C (1.420, 2.115, -0.177)
Te (-0.395, 0.986, 0.048)
C (1.878, 2.509, -1.439)
C (1.286, 1.947, -2.695)
C (2.914, 3.424, -1.564)
H (5.079, 5.222, 0.365)
H (4.170, 5.983, -0.940)
H (5.351, 4.736, -1.320)
H (3.574, 3.968, 1.676)
H (2.486, 2.524, 3.038)
H (1.562, 1.153, 2.394)
H (0.776, 2.710, 2.618)
H (1.551, 0.890, -2.787)
H (1.662, 2.479, -3.570)
H (0.200, 2.019, -2.673)
H (3.230, 3.727, -2.556)
C (-4.929, -1.476, -0.003)
N (-4.002, -0.906, 0.949)
C (-4.516, 0.057, 1.896)
C (-2.836, -1.427, 1.186)
N (-1.793, -1.818, 1.488)
H (-5.575, -2.223, 0.473)
H (-4.395, -1.947, -0.831)
H (-5.547, -0.672, -0.408)
H (-5.151, -0.421, 2.653)
H (-5.101, 0.808, 1.361)
H (-3.687, 0.556, 2.395)

Calculated values
**Lowest unoccupied orbital energy**: 2.599 eV
**Gap between HOMO and LUMO**: 6.8 eV
**Net charge**: -1
**HOMO level**: -4.2086 eV

=====

The following relative energy (zero: lowest compared OMol25 entry of this formula, charge and spin) values (in kcal per mole) correspond, in order, to the records above: 30.98, 0.00, 44.50, 2.66, 2.70, 6.68, 15.81, 7.33.